1.
Here is a cluster of 13 separate species, C5H39N2O12 in total at a distorted geometry from OMol25. Energies are from ωB97M-V with the def2-TZVPD basis set.

orbital gap = 8.922 eV
net charge = +1
lowest unoccupied orbital energy = -2.8 eV

Geometry (Å):
C -1.58 -1.03 -0.62
N -0.24 -1.36 -0.34
C 0.57 -0.14 -0.78
C 2.00 -0.58 -1.17
C -2.39 -0.67 0.62
N -2.32 -1.65 1.68
C -3.61 -1.77 2.29
H -1.82 -0.38 -1.43
H -2.22 -1.90 -1.15
H 0.07 -1.61 0.58
H 0.08 0.22 -1.76
H 0.57 0.67 -0.05
H 2.53 -0.18 -1.98
H 2.15 -1.59 -1.19
H 2.50 -0.37 -0.26
H -3.50 -0.64 0.19
H -2.04 0.26 1.02
H -1.66 -1.33 2.37
H -2.02 -2.65 1.32
H -4.26 -0.90 2.26
H -3.66 -2.07 3.40
H -4.15 -2.51 1.79
H -2.13 -5.12 0.32
H -2.28 -5.26 1.87
O -2.21 -4.55 1.10
H 4.91 -1.78 1.42
H 4.52 -0.55 2.29
O 4.24 -1.36 1.90
H -0.56 1.49 -4.40
H -1.44 2.46 -5.01
O -0.75 1.77 -5.29
H -1.33 3.50 0.52
H -2.85 3.59 0.18
O -2.05 2.96 0.05
H 4.13 3.83 -0.40
H 3.40 3.37 -1.64
O 3.61 3.05 -0.79
H -0.14 0.20 3.13
H 0.16 -1.11 3.77
O -0.71 -0.54 3.49
H 1.34 2.54 1.57
H 2.15 3.56 0.52
O 1.46 3.32 1.25
H -0.71 5.42 2.67
H 0.24 4.54 1.92
O -0.64 4.92 1.83
H 2.13 -1.25 2.71
H 0.82 -2.38 2.40
O 1.18 -1.44 2.59
H 3.42 -0.98 -4.88
H 2.82 0.15 -4.49
O 3.15 -0.57 -4.05
H 1.06 -2.65 -2.95
H 0.38 -3.38 -1.68
O 0.56 -3.42 -2.62
H -0.50 3.18 -2.38
H -1.48 2.36 -1.45
O -0.89 2.32 -2.27

For each atom in turn, the natural (NBO) charge in e is:
1. C -0.2349
2. N -0.6731
3. C -0.2167
4. C -0.6435
5. C -0.2420
6. N -0.5791
7. C -0.4380
8. H 0.2499
9. H 0.1740
10. H 0.3623
11. H 0.2238
12. H 0.1679
13. H 0.2436
14. H 0.2111
15. H 0.1986
16. H 0.2233
17. H 0.2285
18. H 0.4691
19. H 0.4706
20. H 0.2373
21. H 0.2362
22. H 0.2256
23. H 0.5035
24. H 0.5026
25. O -0.9795
26. H 0.4921
27. H 0.4800
28. O -0.9673
29. H 0.4714
30. H 0.4670
31. O -0.9386
32. H 0.5218
33. H 0.4982
34. O -0.9944
35. H 0.4795
36. H 0.4788
37. O -0.9370
38. H 0.4819
39. H 0.5153
40. O -0.9883
41. H 0.4647
42. H 0.5339
43. O -1.0005
44. H 0.4797
45. H 0.4961
46. O -0.9839
47. H 0.5385
48. H 0.5153
49. O -1.0012
50. H 0.4714
51. H 0.4601
52. O -0.9276
53. H 0.4867
54. H 0.4793
55. O -0.9658
56. H 0.4724
57. H 0.5121
58. O -1.0128

2.
Here is a cluster of 14 separate species, C5H39N2O14 in total at a distorted geometry from OMol25. Energies are from ωB97M-V with the def2-TZVPD basis set.

orbital gap = 8.932 eV
net charge = -1
lowest unoccupied orbital energy = 2.6 eV

Geometry (Å):
C 0.29 -0.49 -1.17
N 1.51 -1.15 -0.65
C 1.40 -2.63 -0.77
C 0.90 -3.28 0.56
O 0.11 -2.39 1.27
C 0.23 0.97 -0.72
N -0.12 1.17 0.71
C 0.97 1.73 1.52
H -0.65 -1.01 -0.89
H 0.31 -0.51 -2.27
H 1.54 -0.94 0.35
H 2.41 -2.98 -1.02
H 0.76 -2.89 -1.62
H 0.33 -4.18 0.37
H 1.77 -3.55 1.19
H -0.57 1.49 -1.31
H 1.13 1.53 -0.97
H -0.44 0.28 1.07
H 1.23 2.75 1.17
H 1.88 1.13 1.54
H 0.61 1.77 2.54
H -2.86 0.12 3.63
H -3.32 1.44 2.94
O -3.64 0.68 3.44
H -0.06 3.53 -0.29
H 1.32 3.81 -0.95
O 0.39 4.14 -0.88
H -3.35 -0.94 0.82
H -4.09 -0.07 1.93
O -4.02 -0.23 0.92
H -1.15 -2.25 0.78
H -2.48 -3.01 0.18
O -2.17 -2.12 0.32
H -3.39 1.44 0.85
H -2.05 2.14 1.09
O -3.00 2.26 1.23
H -0.59 -0.67 4.17
H -1.26 -1.56 3.14
O -1.46 -0.84 3.76
H 3.08 2.05 -1.74
H 3.28 2.21 -0.24
O 3.09 2.73 -1.00
H -2.05 0.29 -2.89
H -1.67 1.76 -3.33
O -1.53 0.83 -3.55
H 2.33 0.59 -3.37
H 2.58 -0.04 -1.98
O 2.95 0.58 -2.62
H 2.19 -0.70 2.54
H 1.18 -1.86 2.46
O 1.73 -1.31 3.10
H 0.85 -0.48 -4.85
H 0.05 0.55 -4.17
O 0.98 0.38 -4.47
H -3.55 0.07 -1.16
H -2.56 -1.07 -0.99
O -2.97 -0.49 -1.67
H 3.45 -0.24 -0.05
H 4.44 -0.59 1.14
O 3.75 0.02 0.84

For each atom in turn, the natural (NBO) charge in e is:
1. C -0.2570
2. N -0.7048
3. C -0.2480
4. C -0.0638
5. O -0.9366
6. C -0.2623
7. N -0.6846
8. C -0.4251
9. H 0.2073
10. H 0.2003
11. H 0.3840
12. H 0.1797
13. H 0.1831
14. H 0.1447
15. H 0.1435
16. H 0.1968
17. H 0.2148
18. H 0.3788
19. H 0.1922
20. H 0.1796
21. H 0.2017
22. H 0.5033
23. H 0.4995
24. O -1.0061
25. H 0.4680
26. H 0.4984
27. O -0.9718
28. H 0.5035
29. H 0.5111
30. O -1.0587
31. H 0.5132
32. H 0.4720
33. O -1.0760
34. H 0.4960
35. H 0.4901
36. O -1.0133
37. H 0.5002
38. H 0.5038
39. O -0.9764
40. H 0.5073
41. H 0.4727
42. O -1.0022
43. H 0.5245
44. H 0.4833
45. O -1.0081
46. H 0.5116
47. H 0.4904
48. O -1.0123
49. H 0.4659
50. H 0.5052
51. O -1.0145
52. H 0.4657
53. H 0.5141
54. O -0.9833
55. H 0.4967
56. H 0.5089
57. O -1.0049
58. H 0.4987
59. H 0.4818
60. O -0.9825

3.
Here is a cluster of 14 separate species, C5H39NO13 in total at a distorted geometry from OMol25. Energies are from ωB97M-V with the def2-TZVPD basis set.

orbital gap = 8.587 eV
lowest unoccupied orbital energy = 0.0 eV

Geometry (Å):
C -3.20 -0.58 -3.79
C -2.54 -1.14 -2.53
C -2.34 -0.03 -1.50
C -0.84 0.15 -1.06
N -0.10 0.87 -2.16
C 0.58 -0.02 -3.12
H -4.15 -0.11 -3.54
H -3.45 -1.32 -4.55
H -2.52 0.14 -4.26
H -3.17 -1.95 -2.14
H -1.74 -1.81 -2.82
H -2.49 0.96 -1.94
H -2.85 -0.31 -0.58
H -0.88 0.89 -0.25
H -0.30 -0.76 -0.84
H 0.58 1.44 -1.69
H 0.13 -1.00 -3.11
H 0.41 0.45 -4.08
H 1.64 -0.28 -3.01
H -2.63 -3.91 1.80
H -3.18 -2.59 1.41
O -2.37 -3.12 1.34
H -1.88 3.87 2.26
H -0.46 4.32 1.82
O -1.08 3.54 1.84
H -1.76 -0.89 2.03
H -0.39 -1.52 1.99
O -0.87 -0.77 2.39
H -1.10 0.59 1.49
H -0.54 1.83 2.10
O -0.25 0.94 1.78
H 3.69 0.94 2.09
H 4.46 1.79 3.03
O 4.62 1.07 2.41
H -1.36 4.24 -2.86
H -1.05 2.75 -2.17
O -1.25 3.68 -2.06
H 4.40 -0.58 0.87
H 4.64 -1.96 1.43
O 3.96 -1.41 1.00
H 0.46 3.08 -0.95
H 1.15 2.69 0.37
O 1.29 3.10 -0.50
H 1.60 -2.43 -0.16
H 1.50 -1.03 -0.26
O 1.46 -1.77 -0.86
H 0.17 5.19 -0.08
H 1.49 4.80 0.68
O 0.68 5.28 0.75
H 2.37 -2.02 1.73
H 1.40 -2.40 2.86
O 1.49 -2.46 1.92
H 0.85 -5.02 -0.19
H 1.19 -4.02 0.92
O 1.58 -4.69 0.34
H 1.47 -1.55 4.82
H 0.25 -2.65 4.83
O 1.21 -2.49 4.77

For each atom in turn, the natural (NBO) charge in e is:
1. C -0.6009
2. C -0.4196
3. C -0.4204
4. C -0.2422
5. N -0.6953
6. C -0.4274
7. H 0.1979
8. H 0.2033
9. H 0.2025
10. H 0.1950
11. H 0.2095
12. H 0.2177
13. H 0.1890
14. H 0.2007
15. H 0.2167
16. H 0.3692
17. H 0.2032
18. H 0.1839
19. H 0.2026
20. H 0.4714
21. H 0.4637
22. O -0.9335
23. H 0.4732
24. H 0.5099
25. O -0.9901
26. H 0.4440
27. H 0.4965
28. O -0.9338
29. H 0.4632
30. H 0.4812
31. O -0.9650
32. H 0.4704
33. H 0.4747
34. O -0.9446
35. H 0.4922
36. H 0.5025
37. O -1.0083
38. H 0.4908
39. H 0.4869
40. O -0.9556
41. H 0.4862
42. H 0.4869
43. O -0.9718
44. H 0.4855
45. H 0.4590
46. O -0.9365
47. H 0.4979
48. H 0.4945
49. O -0.9695
50. H 0.5096
51. H 0.5008
52. O -1.0288
53. H 0.4631
54. H 0.4892
55. O -0.9621
56. H 0.4911
57. H 0.4961
58. O -0.9662

4.
Here is a structure of composition C5H3BaNO5 at a distorted geometry from OMol25. Energies are from ωB97M-V with the def2-TZVPD basis set.

orbital gap = 10.680 eV
net charge = +2
lowest unoccupied orbital energy = -8.3 eV

Geometry (Å):
O 0.00 0.00 -5.30
C 0.00 0.00 -4.16
Ba 0.01 0.01 0.84
O 2.25 -2.88 -1.03
C 1.59 -2.03 -0.65
C -1.59 2.03 -0.66
O -2.26 2.88 -1.04
C -2.02 -1.58 -0.65
O -2.87 -2.25 -1.03
C 2.03 1.59 -0.66
O 2.89 2.27 -1.04
N -0.01 0.00 3.52
H -0.82 0.45 3.95
H 0.80 0.44 3.96
H -0.03 -0.93 3.95

For each atom in turn, the natural (NBO) charge in e is:
1. O -0.4297
2. C 0.4352
3. Ba 1.7796
4. O -0.3449
5. C 0.3894
6. C 0.3896
7. O -0.3453
8. C 0.3901
9. O -0.3459
10. C 0.3920
11. O -0.3483
12. N -1.2036
13. H 0.4143
14. H 0.4141
15. H 0.4133

5.
Here is an isolated molecule of C5H3BrO at a distorted geometry from OMol25. Energies are from ωB97M-V with the def2-TZVPD basis set.

SMILES = O=C1C=CC=C1Br
orbital gap = 8.028 eV
lowest unoccupied orbital energy = -1.1 eV

Geometry (Å):
C 0.11 0.04 -0.04
C -0.59 -0.72 -0.93
C -0.65 0.28 1.19
C -1.87 -0.24 1.18
C -1.94 -1.00 -0.39
O -2.84 -1.65 -0.93
Br -3.25 -0.20 2.37
H 1.09 0.44 -0.13
H -0.36 -1.02 -2.03
H -0.26 0.74 2.18

For each atom in turn, the natural (NBO) charge in e is:
1. C -0.1235
2. C -0.3364
3. C -0.2929
4. C -0.1904
5. C 0.5510
6. O -0.4812
7. Br 0.1620
8. H 0.2260
9. H 0.2500
10. H 0.2353

6.
Here is an isolated molecule of C5H3Cl at a distorted geometry from OMol25. Energies are from ωB97M-V with the def2-TZVPD basis set.

SMILES = C#CC#CCCl
orbital gap = 10.005 eV
lowest unoccupied orbital energy = 0.4 eV

Geometry (Å):
C 1.13 0.91 0.05
C -0.08 0.23 -0.16
C -1.21 -0.11 -0.07
C -2.56 -0.20 -0.11
C -3.78 -0.14 0.12
H 1.28 1.51 -0.89
H 1.21 1.38 1.03
H -4.85 -0.07 0.29
Cl 2.43 -0.41 0.03

For each atom in turn, the natural (NBO) charge in e is:
1. C -0.4163
2. C 0.0501
3. C -0.0608
4. C -0.0916
5. C -0.1516
6. H 0.2548
7. H 0.2544
8. H 0.2469
9. Cl -0.0859